# C4H7N3O2

2 unconnected molecules or ions with the total composition C4H7N3O2 in a non-equilibrium geometry (the ωB97M-V functional and the def2-TZVPD basis, the Open Molecules 2025 dataset).

```
16
Properties=species:S:1:pos:R:3:lowdin_charge:R:1
C 1.378 1.677 0.014 -0.1587
C 0.806 -0.502 0.000 -0.3377
C 2.042 -1.239 -0.058 -0.0945
C -1.452 -1.021 0.013 -0.2033
H 2.147 1.201 0.790 0.1189
H 0.910 2.699 0.368 0.1100
H 1.971 1.824 -0.833 0.0507
H 2.180 -2.350 0.499 0.1882
H -2.194 -1.881 -0.400 0.1694
H -1.498 1.012 -0.398 0.0790
H -4.017 -0.551 0.687 0.3051
N 0.321 0.755 0.161 0.0207
N -0.228 -1.433 0.118 0.0429
N -2.022 0.241 -0.131 -0.0663
O 3.067 -0.498 -0.466 -0.0421
O -3.412 0.067 -0.364 -0.1822
```

The value obtained for the LUMO energy is -1.228 eV. The energy is -471.07662 a.u. The orbital gap is 7.69 eV. Its HOMO energy is -8.919 eV.



# C5H8O2

A single C5H8O2 molecule in a non-equilibrium geometry (the ωB97M-V functional and the def2-TZVPD basis, the Open Molecules 2025 dataset).

```
15
Properties=species:S:1:pos:R:3:lowdin_charge:R:1
O 1.825 1.116 -0.550 0.0371
C 1.817 0.532 0.518 -0.3012
C 0.994 -0.619 0.730 -0.0349
C -0.383 -0.367 -0.312 -0.6000
O -0.136 -0.944 -1.548 0.0134
C -1.770 -0.496 0.105 0.0393
C -0.872 0.998 -0.379 0.0261
H 2.240 0.904 1.465 0.1220
H 0.863 -0.779 1.805 0.1088
H 1.345 -1.528 0.276 0.1119
H 0.613 -0.440 -1.906 0.1078
H -2.036 -0.371 1.147 0.0794
H -2.476 -1.085 -0.490 0.0961
H -1.123 1.423 -1.343 0.0980
H -0.903 1.655 0.482 0.0962
```

The value obtained for the LUMO energy is 0.807 eV. The energy is -345.68961 a.u. Its structure (SMILES) is O=CCC1(O)CC1. The orbital gap is 9.73 eV. Its HOMO energy is -8.921 eV.



# C14H22FO5S2

4 unconnected molecules or ions with the total composition C14H22FO5S2 in a non-equilibrium geometry (the ωB97M-V functional and the def2-TZVPD basis, the Open Molecules 2025 dataset).

```
44
Properties=species:S:1:pos:R:3:lowdin_charge:R:1
O -1.187 -1.499 -1.223 -0.6109
H -0.289 -0.923 -1.583 -0.0787
F -0.693 5.237 -3.199 -0.0324
C -1.012 4.072 -2.457 -0.2176
C -0.419 2.865 -2.866 -0.0444
C -0.616 1.665 -2.128 -0.0837
C -1.624 1.703 -1.106 -0.0568
C -2.227 2.924 -0.669 -0.0534
C -1.823 4.143 -1.251 -0.0033
H 0.578 2.734 -3.553 0.1558
H -0.326 0.654 -2.273 0.0446
H -1.762 0.750 -0.630 0.0538
H -2.843 2.744 0.143 0.0639
H -2.205 5.014 -0.968 0.0477
C 2.473 -1.134 -0.442 -0.2129
C 2.338 -2.068 -1.676 -0.2465
C 3.421 -1.707 -2.495 -0.2882
S 4.079 -0.095 -2.147 0.6521
O 3.933 0.692 -3.278 -0.2823
O 5.286 -0.134 -1.331 -0.3349
C 2.902 0.249 -0.908 -0.2726
H 3.388 -1.411 0.133 0.1143
H 1.472 -1.049 0.195 0.1442
H 1.329 -1.993 -2.190 0.1183
H 2.425 -3.132 -1.307 0.1366
H 3.051 -1.759 -3.405 0.0562
H 4.106 -2.534 -2.591 0.1211
H 2.040 0.769 -1.285 0.0763
H 3.181 0.943 -0.067 0.1338
C -1.193 -2.123 2.722 -0.2328
C -2.495 -2.236 3.344 -0.3181
C -2.919 -1.075 4.044 -0.2238
S -1.896 0.211 3.271 0.6361
O -0.871 0.720 4.091 -0.3002
O -2.572 1.230 2.548 -0.3178
C -1.182 -0.804 1.994 -0.1942
H -1.271 -2.947 2.036 0.1182
H -0.441 -2.405 3.547 0.1582
H -2.519 -3.178 3.970 0.1487
H -3.278 -2.342 2.660 0.1155
H -2.583 -0.866 5.103 0.1301
H -3.842 -0.738 3.987 0.0497
H -0.186 -0.456 2.064 0.0908
H -1.728 -0.709 1.162 0.0392
```

The value obtained for the LUMO energy is 2.606 eV. The energy is -1818.88605 a.u. As for the net charge: -1. The orbital gap is 6.39 eV. Its HOMO energy is -3.787 eV.



# C4H11N3O

2 unconnected molecules or ions with the total composition C4H11N3O in a non-equilibrium geometry (the ωB97M-V functional and the def2-TZVPD basis, the Open Molecules 2025 dataset).

```
19
Properties=species:S:1:pos:R:3:lowdin_charge:R:1
N -0.396 1.849 -0.420 0.0813
C -0.546 0.413 -0.171 -0.3896
C 0.530 0.060 0.861 -0.2031
C 1.900 -0.224 0.265 -0.2572
N 1.845 -1.407 -0.629 0.0156
C -1.938 0.043 0.343 -0.6535
N -2.884 0.692 -0.347 0.1640
O -2.095 -0.610 1.373 0.0877
H 0.435 2.042 -0.971 0.0805
H -1.191 2.173 -0.967 0.0764
H -0.370 -0.102 -1.148 0.1503
H 0.628 0.880 1.574 0.1237
H 0.169 -0.779 1.461 0.1011
H 2.046 0.641 -0.415 0.0999
H 2.723 -0.236 0.981 0.1126
H 0.890 -1.805 -0.566 -0.0244
H 2.671 -1.970 -0.528 0.0670
H -3.804 0.273 -0.212 0.0534
H -0.611 -1.931 -0.485 0.3142
```

The value obtained for the LUMO energy is -4.083 eV. The energy is -398.24976 a.u. The orbital gap is 4.66 eV. Its HOMO energy is -8.739 eV.



# C2H4N5O3

A molecular structure, C2H4N5O3 in a non-equilibrium geometry (the ωB97M-V functional and the def2-TZVPD basis, the Open Molecules 2025 dataset).

```
14
Properties=species:S:1:pos:R:3:lowdin_charge:R:1
C 0.768 -1.170 0.161 -0.1210
C -2.786 0.586 -0.234 0.0198
N -0.438 -0.712 0.093 0.1345
N 0.610 1.267 0.214 0.3752
N 1.709 -0.266 0.129 0.1892
N -0.465 0.613 0.168 -0.2371
N 3.298 -0.244 0.016 -0.3462
O 3.623 -1.357 0.066 0.2221
O 3.754 0.787 -0.161 0.2706
O -1.621 1.270 0.314 0.0016
H 0.971 -2.243 0.021 0.1781
H -3.556 0.391 0.551 0.1149
H -2.561 -0.368 -0.473 0.0348
H -3.306 1.445 -0.865 0.1635
```

The value obtained for the LUMO energy is -6.335 eV. The energy is -577.45615 a.u. As for the net charge: +1. The orbital gap is 9.72 eV. Its HOMO energy is -16.052 eV.



# C5H4O2Y

A molecular structure, C5H4O2Y in a non-equilibrium geometry (the ωB97M-V functional and the def2-TZVPD basis, the Open Molecules 2025 dataset).

```
12
Properties=species:S:1:pos:R:3:lowdin_charge:R:1
O -2.798 0.190 -0.832 0.3379
C -1.816 0.385 -0.213 0.0138
C -1.299 1.256 0.724 -0.0090
C 0.070 1.321 0.977 0.1232
C 1.128 0.475 1.022 0.0569
H -2.001 1.977 1.152 0.1641
H 1.126 -0.310 1.791 0.1231
H 2.119 0.782 0.673 0.1093
C 1.067 -1.104 -1.100 -0.3136
O -0.178 -1.498 -1.029 -0.2868
Y 1.413 -3.346 -1.540 1.6153
H 1.169 -0.127 -1.625 0.0658
```

The spin multiplicity is 2. The value obtained for the LUMO energy (spin up / spin down) is -9.196 / -9.183 eV. The energy is -380.81661 a.u. As for the net charge: +2. The orbital gap (spin up / spin down) is 5.69 / 8.17 eV. Its HOMO energy (spin up / spin down) is -14.887 / -17.350 eV.



# C9H18N2

A molecular structure, C9H18N2 in a non-equilibrium geometry (the ωB97M-V functional and the def2-TZVPD basis, the Open Molecules 2025 dataset).

```
29
Properties=species:S:1:pos:R:3:lowdin_charge:R:1
C -1.128 -0.218 1.567 -0.0914
C -1.641 0.112 0.076 -0.0679
C -0.052 -1.352 1.669 -0.2966
C -0.612 -0.094 -1.020 -0.4670
C 0.437 0.948 -1.167 -0.2278
C 0.890 -1.470 2.923 -0.0208
C -1.283 -0.426 -2.375 -0.0027
C 1.053 1.224 -2.581 -0.0325
C 0.874 1.894 -0.033 -0.0226
N 0.921 -1.125 0.600 -0.0895
N 0.619 -0.880 -0.678 0.0731
H -0.710 0.659 1.832 0.0427
H -1.820 -0.536 2.307 0.1001
H -2.411 -0.598 -0.011 0.0932
H -1.918 1.086 0.099 0.0829
H -0.556 -2.244 1.421 0.1141
H 0.376 -2.114 3.651 0.0846
H 1.038 -0.591 3.397 0.0343
H 1.814 -1.917 2.724 0.0560
H -1.782 0.429 -2.693 0.0774
H -2.069 -1.072 -2.167 0.0594
H -0.541 -0.758 -2.997 0.0533
H 2.006 0.571 -2.517 0.1157
H 1.340 2.295 -2.644 0.0797
H 0.339 0.970 -3.270 0.0096
H 0.135 2.101 0.643 0.0276
H 1.296 2.733 -0.371 0.0280
H 1.526 1.418 0.733 0.0917
H 1.858 -1.044 0.883 0.0955
```

The value obtained for the LUMO energy is 1.012 eV. The energy is -463.05488 a.u. The orbital gap is 7.63 eV. Its HOMO energy is -6.614 eV.



# C14H11N

A single C14H11N molecule in a non-equilibrium geometry (the ωB97M-V functional and the def2-TZVPD basis, the Open Molecules 2025 dataset).

```
26
Properties=species:S:1:pos:R:3:lowdin_charge:R:1
N -3.734 -1.789 0.157 0.0851
C -2.790 -0.796 -0.017 -0.3120
C -3.160 0.554 -0.047 -0.0667
C -2.286 1.572 -0.152 -0.0495
C -0.922 1.278 -0.056 -0.1896
C 0.045 2.354 0.116 -0.0385
C 1.383 2.128 0.135 -0.0376
C 1.870 0.757 -0.047 -0.1618
C 3.258 0.440 0.056 -0.0424
C 3.757 -0.873 0.097 -0.0742
C 2.811 -1.915 -0.010 -0.0835
C 1.462 -1.660 -0.148 -0.0124
C 0.971 -0.324 -0.141 -0.1070
C -0.456 -0.035 -0.065 -0.1091
C -1.393 -1.115 -0.077 0.0458
H -3.302 -2.714 0.352 0.1133
H -4.561 -1.552 0.648 0.0752
H -4.274 0.728 0.056 0.1302
H -2.617 2.664 -0.220 0.1422
H -0.308 3.399 0.173 0.1131
H 2.173 2.934 0.064 0.1247
H 3.962 1.264 0.017 0.0988
H 4.872 -1.024 0.283 0.1236
H 3.219 -2.848 0.107 0.0686
H 0.695 -2.385 -0.262 0.0776
H -1.032 -2.123 -0.181 0.0861
```

The value obtained for the LUMO energy is 0.733 eV. The energy is -594.84527 a.u. Its structure (SMILES) is Nc1ccc2ccc3ccccc3c2c1. The orbital gap is 8.25 eV. Its HOMO energy is -7.516 eV.



Question: What is the energy in the eighth record?
Answer: -594.84527 a.u.



Question: What is the energy in the third record?
Answer: -1818.88605 a.u.



Question: Which formula does entry 2 have?
Answer: C5H8O2